The following is a DFT calculation (ωB97M-V/def2-TZVPD) of a molecular structure, C14H27N7O3P2RbS2.

Properties
total charge: -2
E_LUMO (alpha / beta): 0.14130 / 0.14070 Ha
multiplicity: 2
frontier orbital gap (alpha / beta): 3.0608 / 5.4569 eV
max |F|: 0.6 eV/A

Last column: Löwdin charge in e.
Geometry (Å):
Rb1 -0.0796 -0.0452 0.0184  0.5497
C1 -6.8611 -0.4480 -2.1693  -0.0975
C2 -5.7619 -1.0928 -1.3471  -0.3953
O1 -4.9695 -0.0588 -0.7974  -0.4657
P1 -3.3566 -0.3368 -0.5388  -0.0793
S1 -2.8678 1.3998 0.4280  -0.0578
S2 -3.4544 -2.0455 0.6804  0.0042
O2 -3.2179 -0.2957 -2.4408  -0.3900
C3 -1.9760 -0.3742 -3.0543  -0.4362
C4 -1.5835 0.9640 -3.6728  -0.0977
H1 -7.5214 -1.2090 -2.5972  0.0590
H2 -6.4195 0.1346 -2.9788  0.0690
H3 -7.4584 0.2241 -1.5495  0.0654
H4 -5.1588 -1.7485 -1.9786  0.0883
H5 -6.1760 -1.6987 -0.5336  0.0812
H6 -1.9844 -1.1537 -3.8326  0.0983
H7 -1.1673 -0.6754 -2.3630  0.0346
H8 -2.3246 1.2655 -4.4165  0.0633
H9 -0.6002 0.9132 -4.1528  0.0633
H10 -1.5613 1.7303 -2.8947  0.0598
C5 0.6629 6.3608 0.3913  -0.2196
N1 -0.3628 5.6137 1.1092  -0.1576
C6 0.1591 5.2837 2.4317  -0.2094
N2 1.4333 4.5681 2.4197  -0.1571
C7 2.3960 5.3475 1.6474  -0.2085
N3 1.9569 5.6888 0.2956  -0.1613
C8 1.8627 4.4823 -0.5402  -0.3415
P2 0.6728 3.1957 0.0865  0.9169
C9 -0.7312 4.3877 0.3773  -0.3523
C10 1.2775 3.2217 1.8494  -0.3404
H11 0.8199 7.3095 0.9158  0.1144
H12 0.3024 6.5757 -0.6176  0.1183
H13 -0.5802 4.6794 2.9607  0.1251
H14 0.3072 6.2201 2.9802  0.1152
H15 3.3315 4.7881 1.5827  0.1254
H16 2.5817 6.2828 2.1856  0.1153
H17 2.8539 4.0322 -0.6324  0.0755
H18 1.5443 4.7755 -1.5449  0.0784
H19 -1.5242 3.8607 0.9117  0.0273
H20 -1.1554 4.6673 -0.5909  0.0841
H21 2.2310 2.6930 1.8969  0.0638
H22 0.5598 2.6653 2.4597  0.0867
C11 0.9312 -5.2462 -0.3236  -0.0177
C12 0.0556 -4.0101 -0.3778  -0.6094
N4 -1.2474 -4.2070 -0.6106  0.1531
O3 0.5685 -2.9021 -0.2418  -0.0817
H23 0.3860 -6.1722 -0.5060  0.0619
H24 1.3969 -5.2895 0.6608  0.0800
H25 1.7262 -5.1402 -1.0606  0.0790
H26 -1.6077 -5.1444 -0.6039  0.0873
H27 -1.9322 -3.4517 -0.4061  -0.0353
N5 7.1839 0.2465 -1.3125  0.0234
C13 6.3020 0.6390 -0.6613  -0.4834
N6 5.4090 1.1388 0.1499  0.0136
C14 4.1237 1.0351 0.0064  -0.4257
N7 2.9562 1.0184 -0.0058  0.0397

The following is a DFT calculation (ωB97M-V/def2-TZVPD) of a molecular structure, C14H27NaO13 at a distorted geometry.

Properties
total charge: 0
E_LUMO: 0.00795 Ha
frontier orbital gap: 6.7581 eV
max |F|: 1.3 eV/A

Last column: Löwdin charge in e.
Geometry (Å):
Na1 0.0501 0.8740 -0.3821  0.4535
C1 -0.2232 0.4329 -3.5697  -0.3929
O1 0.2957 1.3790 -2.7417  -0.4027
H1 -1.0326 -0.1934 -3.0997  0.0590
H2 -0.7197 0.8608 -4.4732  0.0635
H3 0.5198 -0.2900 -3.9719  0.0477
C2 5.5436 -1.3084 3.1512  -0.0264
C3 4.4194 -1.4203 2.1603  -0.3085
C4 3.2362 -2.2627 2.6341  -0.0939
O2 2.1039 -1.5686 2.1358  0.0854
C5 2.4745 -0.3245 1.7751  -0.5398
O3 1.7312 0.5094 1.3821  0.1729
O4 3.7931 -0.1449 1.9529  0.1090
H4 5.2281 -1.2764 4.1948  0.0867
H5 6.2196 -0.4778 2.9645  0.0896
H6 6.1409 -2.2262 3.0703  0.0931
H7 4.8073 -1.8302 1.2266  0.1567
H8 3.1600 -2.3844 3.7199  0.1339
H9 3.2894 -3.2903 2.2672  0.1374
C6 -2.5656 2.4241 -2.7022  -0.0075
O5 -3.4542 1.3609 -2.2750  0.0321
C7 -3.1678 0.7830 -1.1334  -0.6079
O6 -2.2517 1.0426 -0.3889  0.0978
O7 -4.0473 -0.1819 -0.8992  0.0216
C8 -3.9641 -0.7899 0.3902  -0.0367
H10 -2.6033 3.2510 -1.9937  0.0916
H11 -2.9368 2.7387 -3.6701  0.0984
H12 -1.5349 2.0475 -2.7797  0.0410
H13 -3.0209 -1.3224 0.5115  0.0785
H14 -4.8098 -1.4689 0.4637  0.0967
H15 -4.0631 -0.0705 1.2062  0.1019
C9 0.6801 -3.3107 -3.2122  -0.0158
O8 -0.4989 -3.2817 -2.4004  -0.0180
C10 -0.4163 -2.6362 -1.2289  -0.6058
O9 0.4947 -1.9387 -0.8921  0.1427
O10 -1.4852 -2.8352 -0.4759  0.0031
C11 -2.5559 -3.6382 -0.9543  -0.0420
H16 0.7412 -4.3018 -3.6606  0.0933
H17 1.5751 -3.1383 -2.6218  0.0961
H18 0.5807 -2.5734 -4.0057  0.0849
H19 -2.2405 -4.6462 -1.2231  0.0986
H20 -3.0193 -3.2030 -1.8424  0.1078
H21 -3.2971 -3.6936 -0.1630  0.0909
C12 -0.3822 3.2044 4.0770  -0.0496
O11 -0.0454 2.8236 2.7632  0.0068
C13 -0.2982 3.7285 1.8206  -0.6047
O12 -0.8238 4.7945 1.9774  0.1368
O13 0.1212 3.2359 0.6583  -0.0199
C14 -0.0507 4.0252 -0.5274  -0.0003
H22 -0.4835 2.2784 4.6346  0.0944
H23 -1.3541 3.7087 4.1163  0.0968
H24 0.3240 3.9032 4.5218  0.0999
H25 -0.1507 3.3327 -1.3639  0.0690
H26 0.8661 4.5940 -0.6861  0.1062
H27 -0.8993 4.6959 -0.4374  0.0970

The following is a DFT calculation (ωB97M-V/def2-TZVPD) of a molecular structure, C14H27O13Zr at a distorted geometry.

Properties
total charge: +3
E_LUMO: -0.52840 Ha
frontier orbital gap: 1.1949 eV
max |F|: 4.6 eV/A

Last column: Löwdin charge in e.
Geometry (Å):
Zr1 31.4345 -3.3724 10.7814  1.9176
C1 34.7740 -6.5957 14.5578  -0.0491
O1 34.0221 -5.6186 13.8436  0.0237
H1 35.5235 -6.9682 13.8595  0.1549
H2 35.2242 -6.1625 15.4510  0.1083
H3 34.1518 -7.4724 14.7379  0.1389
C2 41.3766 -10.3016 4.8759  0.0155
C3 41.3872 -10.5687 6.4310  -0.3530
C4 42.7387 -10.4690 7.0933  -0.0187
O2 42.3370 -9.8214 8.3622  0.0813
C5 41.0474 -9.3181 8.2363  -0.3970
O3 40.5551 -8.4271 8.9691  0.1539
O4 40.5141 -9.7158 7.0365  0.1181
H4 41.8442 -9.3962 4.4889  0.0943
H5 40.3287 -10.3549 4.5807  0.0857
H6 41.8174 -11.1910 4.4258  0.0912
H7 41.0368 -11.5783 6.6457  0.1719
H8 43.3668 -9.8472 6.4555  0.1460
H9 43.2231 -11.4173 7.3262  0.1529
C6 32.4543 -9.8926 9.4639  -0.0490
O5 31.0590 -10.2122 9.4259  0.0114
C7 30.1469 -9.3547 9.9551  -0.5231
O6 30.3546 -8.1001 10.1089  -0.0093
O7 28.9917 -9.9647 9.9925  0.0324
C8 27.8378 -9.4368 10.6419  -0.0168
H10 32.9937 -10.5512 8.7832  0.0982
H11 32.8097 -10.1957 10.4487  0.0975
H12 32.8517 -8.9336 9.1314  0.0842
H13 28.0480 -8.9076 11.5713  0.0934
H14 27.2838 -10.3413 10.8930  0.1092
H15 27.2302 -8.7482 10.0547  0.1004
C9 37.6648 2.5657 12.9938  0.0001
O8 36.5643 1.7153 12.5322  -0.0189
C10 36.7489 0.4084 12.1550  -0.5481
O9 35.8280 -0.3649 11.8571  0.0444
O10 38.0165 0.0315 12.1719  -0.0003
C11 38.4860 -1.3184 12.0963  -0.0261
H16 38.3619 2.7503 12.1765  0.0999
H17 38.1176 2.0689 13.8518  0.0980
H18 37.2093 3.5270 13.2315  0.0993
H19 37.7857 -2.0967 11.7930  0.0815
H20 38.8681 -1.5235 13.0963  0.1009
H21 39.2846 -1.5841 11.4036  0.0988
C12 35.3864 4.8315 18.6590  -0.0304
O11 35.3263 3.4321 18.5272  0.0189
C13 36.2779 2.6466 19.0831  -0.4629
O12 37.2748 3.0556 19.7471  0.1618
O13 35.9655 1.3800 18.7055  0.0156
C14 36.7315 0.2130 19.1929  -0.0017
H22 34.7450 5.0802 19.5045  0.1142
H23 35.1753 5.2881 17.6921  0.1070
H24 36.3640 5.2437 18.9089  0.1002
H25 36.7529 -0.6753 18.5616  0.0924
H26 36.4322 -0.0900 20.1963  0.0982
H27 37.7527 0.4677 19.4763  0.0920

Calculated values (eV) of energy relative to the best compared isomer or geometry (same formula, charge and spin) for the records, taken in order: 0.832; 0.321; 13.136.